No. 1
A single C4H8N2O2 molecule. Source: OMol25; level of theory: ωB97M-V/def2-TZVPD.

Last column: natural (NBO) charge in e.
CARTESIAN COORDINATES (ANGSTROEM)
N -1.063 1.565 1.348  -0.8175
C -1.309 0.831 0.212  0.6627
O -2.236 1.112 -0.521  -0.6046
C -0.385 -0.349 -0.070  -0.1565
N -0.721 -0.967 -1.339  -0.8352
C 1.087 0.089 -0.135  -0.5172
C 1.936 -1.169 0.043  0.4473
O 2.938 -1.176 0.696  -0.5182
H -1.452 2.477 1.447  0.4016
H -0.166 1.464 1.767  0.3824
H -0.476 -1.125 0.690  0.2180
H -1.435 -1.677 -1.299  0.3688
H -1.188 -0.272 -1.929  0.3822
H 1.372 0.556 -1.078  0.2455
H 1.492 0.711 0.663  0.2190
H 1.606 -2.070 -0.495  0.1218

Total charge: 0
Multiplicity: 1
Gap between HOMO and LUMO, eV: 10.3881
Energy relative to the best compared isomer or geometry (same formula, charge and spin), kcal/mol: 27.41
E_LUMO, hartree: 0.028
SMILES string: NC(=O)[C@@H](N)CC=O
E_HOMO, eV: -9.6241
Calculated total energy, eV: -11352.9242

No. 2
A single H3O2PS molecule. Source: OMol25; level of theory: ωB97M-V/def2-TZVPD.

Last column: natural (NBO) charge in e.
CARTESIAN COORDINATES (ANGSTROEM)
O -1.172 -0.229 0.425  -1.0163
P 0.174 0.562 0.081  1.5827
O 0.952 -0.579 -0.726  -1.0045
S 1.139 0.827 1.772  -0.6123
H -1.181 -0.896 1.134  0.5277
H -0.232 1.507 -1.020  0.0028
H 1.380 -1.246 -0.156  0.5199

Total charge: 0
Multiplicity: 1
Gap between HOMO and LUMO, eV: 9.6196
Energy relative to the best compared isomer or geometry (same formula, charge and spin), kcal/mol: 10.87
E_LUMO, hartree: 0.018
SMILES string: O[PH](O)=S
E_HOMO, eV: -9.1306
Calculated total energy, eV: -24268.9070

No. 3
A molecular structure, C28H44ClF3N4O3S. Source: OMol25; level of theory: ωB97M-V/def2-TZVPD.

Last column: Mulliken charge in e.
CARTESIAN COORDINATES (ANGSTROEM)
F 4.593 -1.101 -0.657  -0.2038
C 4.769 -1.612 -1.892  0.7159
F 5.972 -2.292 -1.864  -0.3158
F 3.841 -2.577 -2.166  -0.2282
C 4.876 -0.552 -3.030  -0.3551
O 4.209 0.661 -2.777  -0.4307
C 2.802 0.498 -2.621  -0.4390
C 2.061 0.038 -3.949  -1.2483
C 1.278 -1.264 -3.620  0.2097
C 1.530 -2.480 -4.280  0.5158
Cl 2.759 -2.581 -5.557  -0.2200
C 0.794 -3.683 -3.909  -0.6161
C -0.182 -3.683 -2.892  -0.7293
C -0.505 -2.459 -2.182  0.2074
N -1.403 -2.246 -1.186  -0.2856
S -1.218 -0.654 -0.811  0.1975
N -0.084 -0.123 -1.865  -0.4747
C 0.256 -1.232 -2.575  0.6227
H 5.958 -0.303 -3.114  0.3888
H 4.599 -1.054 -3.981  0.1669
H 2.370 1.495 -2.377  0.3501
H 2.524 -0.145 -1.752  0.5150
H 1.296 0.789 -4.248  0.3407
H 2.749 -0.105 -4.801  0.5769
H 1.012 -4.611 -4.457  0.3867
H -0.696 -4.628 -2.646  0.4056
C 4.671 6.774 0.736  -1.7876
C 3.333 6.081 0.361  1.9591
C 2.373 6.081 1.566  -1.3414
C 2.682 5.024 2.624  -0.5550
C 2.855 3.651 1.988  -1.2263
C 3.896 3.654 0.863  2.0831
N 3.623 4.710 -0.154  0.4201
O 2.599 4.318 -0.881  -0.5793
C 5.297 3.843 1.482  -1.9633
C 3.959 2.260 0.230  -2.3210
C 2.714 6.995 -0.709  -1.9803
H 5.527 6.272 0.283  0.3175
H 4.714 7.801 0.372  0.4974
H 4.833 6.818 1.815  0.3374
H 1.350 5.912 1.215  0.4187
H 2.373 7.068 2.034  0.3424
H 3.578 5.302 3.188  0.2990
H 1.867 4.990 3.352  0.4033
H 3.136 2.925 2.755  0.4332
H 1.886 3.318 1.598  0.3517
H 6.066 3.886 0.707  0.3627
H 5.539 3.005 2.137  0.4365
H 5.389 4.736 2.097  0.4218
H 2.994 1.926 -0.149  0.3178
H 4.278 1.516 0.963  0.4634
H 4.676 2.235 -0.594  0.5474
H 3.331 7.019 -1.611  0.4643
H 2.631 8.015 -0.331  0.4888
H 1.708 6.684 -0.991  0.3564
C -6.825 -2.583 2.975  -1.8243
C -6.146 -2.538 1.579  2.0535
C -6.916 -3.420 0.579  -1.3521
C -6.650 -4.916 0.715  -0.4790
C -5.154 -5.202 0.747  -1.2412
C -4.426 -4.392 1.826  1.6952
N -4.713 -2.932 1.723  0.2726
O -4.050 -2.464 0.690  -0.4904
C -4.834 -4.931 3.214  -1.8159
C -2.922 -4.682 1.746  -1.7210
C -6.313 -1.080 1.117  -2.0012
H -6.091 -2.588 3.782  0.3286
H -7.444 -1.702 3.155  0.4982
H -7.475 -3.451 3.097  0.3331
H -6.652 -3.126 -0.442  0.4104
H -7.988 -3.236 0.679  0.3381
H -7.135 -5.308 1.615  0.2954
H -7.105 -5.444 -0.126  0.3934
H -4.989 -6.271 0.907  0.3970
H -4.730 -4.976 -0.238  0.3442
H -4.362 -4.355 4.013  0.3709
H -4.516 -5.969 3.326  0.4269
H -5.908 -4.930 3.387  0.3496
H -2.504 -4.464 0.762  0.2298
H -2.725 -5.737 1.943  0.4134
H -2.370 -4.100 2.488  0.4495
H -5.763 -0.395 1.768  0.4653
H -7.366 -0.796 1.142  0.4894
H -5.972 -0.927 0.093  0.3497

Total charge: 0
Multiplicity: 3
Gap between HOMO and LUMO (alpha / beta), eV: 7.9127 / 8.0716
E_LUMO (alpha / beta), hartree: -0.026 / -0.026
E_HOMO (alpha / beta), eV: -8.6175 / -8.7766
Calculated total energy, eV: -73358.5733

No. 4
A molecular structure, C5H9FN. Source: OMol25; level of theory: ωB97M-V/def2-TZVPD.

Last column: natural (NBO) charge in e.
CARTESIAN COORDINATES (ANGSTROEM)
C -1.658 0.602 -1.444  0.1185
C 0.313 -0.836 1.289  -0.4920
C -0.738 0.172 0.746  -0.2505
C 0.721 0.305 -1.155  -0.2893
C 1.554 -0.572 0.499  0.2972
N -0.680 0.393 -0.667  -0.2541
F 2.262 0.437 0.994  -0.3425
H -1.754 0.768 -2.563  0.2677
H -2.637 0.646 -0.885  0.2204
H 0.525 -0.552 2.307  0.2679
H 0.106 -1.873 1.108  0.2465
H -1.799 -0.322 1.034  0.2475
H -0.637 1.018 1.390  0.2606
H 1.106 1.351 -1.051  0.2434
H 0.898 -0.203 -2.023  0.2294
H 2.419 -1.334 0.419  0.2293

Total charge: +1
Multiplicity: 1
Gap between HOMO and LUMO, eV: 9.6099
Energy relative to the best compared isomer or geometry (same formula, charge and spin), kcal/mol: 50.16
E_LUMO, hartree: -0.185
E_HOMO, eV: -14.6386
Calculated total energy, eV: -9528.4560

No. 5
10 unconnected molecules or ions with the total composition C13H44N7O12. Source: OMol25; level of theory: ωB97M-V/def2-TZVPD.

Last column: Mulliken charge in e.
CARTESIAN COORDINATES (ANGSTROEM)
N 0.054 0.084 0.188  0.8267
O 0.506 1.068 0.787  -0.6210
O 0.360 -1.040 0.492  -1.0008
O -0.670 0.164 -0.759  -0.4363
C -3.935 -0.347 -1.972  -0.4340
O -4.267 -1.461 -2.669  -0.5379
H -4.768 0.083 -1.416  0.3727
H -3.256 -0.506 -1.134  0.0038
H -3.437 0.364 -2.632  0.2921
H -3.795 -1.479 -3.505  0.3346
C 4.108 1.182 -0.287  -0.3344
O 4.983 0.982 0.709  -0.5499
H 3.886 0.181 -0.655  0.1674
H 3.153 1.627 -0.006  0.1148
H 4.701 1.742 -1.010  0.3089
H 5.665 0.352 0.463  0.3140
C -0.793 -2.027 -3.857  -0.5547
O 0.388 -2.075 -4.591  -0.5736
H -1.253 -3.012 -3.778  0.2220
H -0.585 -1.579 -2.885  0.1273
H -1.515 -1.324 -4.272  0.4438
H 0.488 -1.311 -5.165  0.3257
C -1.775 0.645 3.193  -0.2058
O -0.969 -0.397 3.747  -0.5938
H -2.315 1.071 4.038  0.4139
H -1.071 1.383 2.806  -0.0737
H -2.531 0.282 2.497  0.1321
H -0.224 -0.617 3.184  0.3375
C 2.783 -3.016 -1.256  0.5223
O 3.693 -3.607 -1.834  -0.7875
N 1.567 -2.728 -1.675  0.0239
N 2.791 -2.626 -0.036  -0.1781
H 1.284 -2.982 -2.611  0.0473
H 0.860 -2.222 -1.160  0.1680
H 1.989 -2.044 0.161  0.1653
H 3.560 -2.808 0.594  0.1720
C 2.028 2.197 -3.580  0.5429
O 2.873 2.259 -4.371  -0.6502
N 1.653 1.131 -2.939  -0.1373
N 1.163 3.118 -3.249  -0.3128
H 2.030 0.268 -3.306  0.1193
H 0.902 1.036 -2.271  0.0652
H 0.628 3.093 -2.393  0.1376
H 1.113 3.964 -3.799  0.1864
C -2.035 3.581 -0.595  0.4605
O -2.353 4.730 -0.925  -0.7886
N -1.799 3.143 0.634  -0.0720
N -1.753 2.691 -1.529  -0.1040
H -2.203 3.721 1.357  0.2332
H -1.549 2.168 0.721  -0.0818
H -1.883 3.036 -2.470  0.2336
H -1.437 1.775 -1.246  0.1367
C -3.492 -3.398 1.438  -1.1053
C -2.418 -4.111 0.478  0.1578
C -2.298 -3.597 -0.917  -0.3068
O -1.137 -3.855 1.044  -0.5817
H -3.356 -2.343 1.679  0.0905
H -3.536 -3.745 2.470  0.3865
H -4.464 -3.628 1.001  0.3762
H -2.657 -5.171 0.570  0.3038
H -1.929 -2.573 -0.982  -0.3275
H -3.332 -3.530 -1.256  0.3700
H -1.685 -4.255 -1.534  0.3087
H -0.955 -2.912 1.027  0.3203
C 3.219 1.965 3.903  -1.3641
C 1.748 2.246 4.111  1.0850
C 1.318 3.150 5.251  -1.5124
O 1.112 2.735 2.993  -0.5190
H 3.811 2.875 3.809  0.3103
H 3.369 1.287 3.063  0.3204
H 3.565 1.445 4.795  0.3758
H 1.377 1.257 4.380  0.0407
H 0.231 3.149 5.326  0.3408
H 1.577 4.209 5.238  0.3282
H 1.665 2.684 6.172  0.3870
H 1.228 2.202 2.203  0.2916

Total charge: -1
Multiplicity: 1
Gap between HOMO and LUMO, eV: 9.4392
Energy relative to the best compared isomer or geometry (same formula, charge and spin), kcal/mol: 65.90
E_LUMO, hartree: 0.085
E_HOMO, eV: -7.1369
Calculated total energy, eV: -49193.5757